# C44H61F3N8O4

A 11-piece molecular cluster, C44H61F3N8O4 overall at a distorted geometry (ωB97M-V/def2-TZVPD, the Open Molecules 2025 dataset).

```
120
Properties=species:S:1:pos:R:3:forces:R:3
N 4.308 0.082 -0.191 0.6432 -1.2044 1.1150
C 3.832 -0.192 1.092 -0.2564 0.8670 -0.8110
C 4.544 -1.213 1.617 1.0484 -0.8283 0.9489
C 5.552 -1.576 0.678 0.0358 -0.7206 -1.2169
C 5.348 -0.806 -0.434 -0.4194 0.7190 -1.6774
H 3.743 0.475 -0.928 0.1007 0.2562 0.1332
H 3.123 0.476 1.542 -0.4449 -0.1948 0.0012
H 4.482 -1.700 2.595 -0.2635 0.6249 -0.3357
H 6.216 -2.449 0.662 -0.2231 0.5966 0.4042
H 5.733 -0.807 -1.489 -0.0982 -0.2274 1.4339
N 5.982 -0.138 -4.214 -0.8901 0.6464 0.5721
C 4.639 -0.320 -4.170 -0.9616 -3.3592 -1.0928
C 3.998 0.835 -3.959 2.4899 1.0707 0.8652
C 5.032 1.814 -3.709 -1.1061 -1.1936 -0.6402
C 6.208 1.172 -3.922 1.8788 1.2261 0.5359
H 6.589 -0.849 -4.532 0.8391 -0.2768 -0.0258
H 4.241 -1.357 -4.314 0.2970 1.2747 -0.0384
H 2.997 1.009 -3.932 -2.6059 0.2300 0.1443
H 4.823 2.810 -3.416 0.3151 0.7469 0.0890
H 7.207 1.587 -3.771 -0.3390 -0.3909 -0.3090
N -1.275 -4.310 0.762 -1.3187 -1.1464 -1.4762
C -2.394 -5.058 0.343 0.4077 0.2826 0.9566
C -3.114 -4.279 -0.521 0.4381 -0.1433 -0.4158
C -2.340 -3.069 -0.778 -0.2652 -0.3363 -0.4143
C -1.195 -3.191 -0.017 -0.5575 0.1159 0.1418
H -0.466 -4.719 1.167 0.4148 -0.2375 0.4665
H -2.580 -6.081 0.716 0.1199 0.9648 -0.1598
H -4.040 -4.631 -0.985 0.3249 0.5230 0.1744
H -2.590 -2.284 -1.527 0.4038 -0.7304 0.9002
H -0.277 -2.654 0.068 0.1138 0.7542 -0.2713
N -0.325 -2.668 4.192 -1.4822 1.1685 1.9889
C 0.262 -2.789 5.461 -0.1560 -0.3086 -1.8693
C 1.595 -3.125 5.230 -1.0911 1.0790 -0.0320
C 1.808 -3.019 3.800 1.0341 -1.0948 0.6736
C 0.594 -2.750 3.247 0.4207 0.1306 -2.1087
H -1.255 -2.280 3.993 0.5473 -0.4780 0.4312
H -0.400 -2.538 6.272 0.4754 -0.3919 0.4764
H 2.299 -3.278 6.032 0.1769 -0.1104 -0.2582
H 2.715 -3.303 3.246 -0.5565 0.4287 0.4273
H 0.266 -2.554 2.226 0.4902 -0.2524 0.2614
N 1.030 0.651 4.469 0.8137 0.5442 0.0715
C 2.001 1.649 4.763 -2.9070 -0.7016 -0.3498
C 1.295 2.797 5.057 1.1938 -0.6150 0.0352
C -0.099 2.503 4.945 2.0916 -0.1252 0.0138
C -0.217 1.197 4.590 0.1032 0.3171 -0.0008
H 1.182 -0.290 4.119 0.2770 0.2846 0.2594
H 3.038 1.471 4.825 0.8137 -0.4255 -0.1596
H 1.883 3.657 5.389 -0.8686 0.0539 -0.1301
H -0.857 3.166 5.154 -1.6269 1.1863 0.3180
H -1.165 0.709 4.461 0.1646 -0.6331 -0.2374
N -2.085 2.221 -0.966 0.2948 0.2373 1.0784
C -3.050 1.602 -1.710 0.6689 -0.1606 0.1129
C -3.531 2.534 -2.580 -1.6809 1.1974 0.3752
C -2.990 3.815 -2.212 0.2624 0.4540 -0.0520
C -2.078 3.603 -1.205 -0.5691 -1.7762 -0.6077
H -1.454 1.680 -0.357 -0.3760 0.8018 -0.3257
H -3.305 0.552 -1.505 0.3213 0.6427 -0.5012
H -4.389 2.440 -3.232 0.1653 -0.2611 -0.0804
H -3.256 4.828 -2.580 0.1486 -1.0877 0.0979
H -1.526 4.302 -0.618 0.4348 0.0192 0.1457
N 1.367 2.592 0.005 0.3329 1.0045 -0.0956
C 0.678 1.941 0.983 0.8748 -0.7813 -2.4000
C 0.502 0.655 0.509 -0.6958 -0.8469 1.0961
C 1.105 0.532 -0.756 0.5808 1.2226 -0.6943
C 1.659 1.796 -1.067 -0.2961 -0.1406 0.2909
H 1.750 3.541 0.079 -0.0942 -0.5655 0.1335
H 0.396 2.484 1.816 -0.6061 0.5352 1.7809
H 0.001 -0.168 1.055 0.3397 0.6909 -0.4313
H 1.080 -0.363 -1.350 0.1864 0.0686 -0.1239
H 2.224 2.324 -1.879 -0.6817 -1.2452 0.6242
N -3.807 -2.225 2.130 -0.5275 1.0456 0.5378
C -4.084 -2.847 3.325 0.6684 -1.1395 -1.9960
C -4.620 -2.000 4.187 -1.5598 2.7235 0.7581
C -4.764 -0.726 3.454 0.6364 -0.5997 0.9001
C -4.235 -0.887 2.213 1.1042 -1.7109 -0.5886
H -3.522 -2.681 1.280 0.1641 -0.1270 -0.0141
H -4.018 -3.899 3.388 0.3908 -0.8787 0.1350
H -5.009 -2.242 5.181 0.2972 0.2353 -0.5439
H -5.054 0.217 3.849 -0.3761 0.4063 0.3143
H -3.936 -0.246 1.379 -0.5918 0.0383 0.5658
C -0.600 2.878 -5.246 -0.7735 -0.3218 -1.9902
C -1.027 1.796 -4.308 -1.5442 1.2344 -0.4651
O -0.684 0.517 -4.827 0.6674 -0.7704 -1.3304
C -0.484 -0.472 -3.990 0.0819 -0.8851 -1.0927
O -0.783 -0.515 -2.856 -0.5499 -0.1353 2.2368
C 0.237 -1.682 -4.676 0.9716 -0.4857 -0.9754
F 0.651 -2.731 -3.924 -1.3028 0.9801 0.3203
F -0.472 -2.172 -5.704 -0.3790 0.0192 0.3784
F 1.374 -1.220 -5.193 0.6679 0.6923 -0.3983
H 0.440 3.053 -5.228 1.3118 0.0343 -0.2266
H -1.071 3.840 -5.105 -0.3566 0.1138 0.7776
H -0.942 2.623 -6.280 0.5766 -0.0304 0.5939
H -2.124 1.924 -4.226 0.8275 -0.7680 0.4147
H -0.513 1.899 -3.392 0.0658 0.1519 1.4391
C -6.386 -2.476 -3.194 0.8011 1.6623 0.4485
C -6.601 -1.694 -1.861 -3.0019 0.6005 0.0423
C -6.165 -2.620 -0.748 0.3206 -0.3762 -0.6293
O -6.251 -3.891 -1.338 0.3114 -1.8683 1.1339
C -6.518 -3.906 -2.689 1.1389 1.0946 -1.2712
H -5.355 -2.139 -3.472 -0.5847 -0.9434 -0.2952
H -7.074 -2.249 -4.049 0.5350 0.0107 0.9980
H -7.729 -1.504 -1.693 1.5600 -0.2620 -0.3751
H -6.153 -0.724 -1.771 0.4355 0.5175 -0.3677
H -6.886 -2.636 0.054 0.1143 0.3981 0.6308
H -5.126 -2.521 -0.379 -0.5548 0.4461 -0.0822
H -7.516 -4.216 -2.887 -0.9401 -0.7352 -0.1553
H -5.775 -4.521 -3.191 -0.1982 -0.4989 -0.1018
C 4.499 4.359 2.759 -0.6528 1.1547 0.9798
C 4.754 3.061 2.041 1.1077 0.8553 -1.2423
C 4.650 3.559 0.593 0.4002 1.9609 0.0325
O 3.470 4.416 0.627 0.1395 0.2467 0.1232
C 3.278 4.922 1.990 1.0543 -1.3172 -0.8344
H 5.338 5.061 2.739 0.0020 -0.1267 -0.3365
H 4.212 4.306 3.813 0.1453 -0.4537 -0.0218
H 3.986 2.397 2.318 -1.1113 -0.9978 -0.1184
H 5.689 2.534 2.162 0.4623 0.1588 0.5008
H 4.523 2.833 -0.197 -0.1878 -0.3631 0.0190
H 5.559 4.246 0.275 -1.4489 -1.4150 0.8318
H 2.340 4.507 2.358 -0.0600 -0.0764 0.1826
H 3.208 5.994 1.976 0.0959 0.5303 -0.0748
```
Forces are in eV/Å.

**SMILES string**: CCOC(=O)C(F)(F)F.c1cc[nH]c1.c1cc[nH]c1.c1cc[nH]c1.c1cc[nH]c1.c1cc[nH]c1.c1cc[nH]c1.c1cc[nH]c1.c1cc[nH]c1.C1CCOC1.C1CCOC1
**Net charge**: 0

=====

# C44H61NO3P2PdS2Si

C44H61NO3P2PdS2Si as an isolated structure at a distorted geometry (ωB97M-V/def2-TZVPD, the Open Molecules 2025 dataset).

```
115
Properties=species:S:1:pos:R:3:forces:R:3
Pd 0.195 -0.142 -0.007 -1.1408 -0.1905 0.0784
C 0.758 3.807 0.295 -0.3172 -0.5995 0.2361
Si -0.123 2.070 0.461 -0.1974 -0.0674 -0.3317
C -1.647 2.496 -0.703 0.3700 -0.1436 0.2032
C -2.361 3.666 -0.481 -0.1289 0.1709 -0.1196
C -3.276 4.157 -1.394 -0.1133 0.1601 0.0265
C -3.540 3.429 -2.541 -0.2225 0.1028 -0.0897
C -2.922 2.205 -2.729 -0.0603 -0.0082 -0.1554
C -1.960 1.728 -1.839 -0.3117 0.0210 -0.0014
P -1.147 0.084 -2.048 0.5567 -0.0215 -0.0474
C -2.384 -0.778 -3.266 0.4310 0.0200 0.5053
C -2.258 -2.291 -3.088 -0.3772 -0.0732 0.2683
C -3.430 -3.011 -3.750 0.2349 -0.1713 -0.2161
C -3.491 -2.673 -5.237 -0.3417 0.0378 0.0771
C -3.530 -1.163 -5.447 0.2281 -0.1359 -0.2366
C -2.328 -0.511 -4.770 -0.3562 0.2847 0.1302
C 0.198 0.454 -3.296 -0.2685 -0.0128 0.3650
C 1.065 -0.804 -3.374 0.1715 -0.1131 0.0831
C 2.472 -0.507 -3.905 -0.0216 0.0038 -0.3376
C 2.477 0.741 -4.784 0.1815 0.0062 0.0575
C 2.075 1.971 -3.958 -0.0616 0.0455 -0.1097
C 1.074 1.613 -2.853 0.1523 0.0729 -0.0509
C -0.981 2.121 2.190 0.4108 0.1108 -0.3138
C -0.945 3.271 2.972 -0.0752 0.1432 0.0664
C -1.485 3.320 4.243 -0.1196 0.2114 0.2075
C -2.118 2.201 4.756 -0.1149 -0.0081 0.2045
C -2.161 1.043 4.000 0.0478 0.1059 0.0663
C -1.562 0.972 2.745 -0.1047 -0.1411 0.3105
P -1.637 -0.590 1.781 0.1475 0.3252 -0.2963
C -1.835 -1.957 3.097 -0.1394 0.2713 -0.4194
C -1.410 -3.231 2.365 -0.2748 -0.1076 -0.0395
C -1.681 -4.466 3.221 -0.0131 0.0241 -0.0188
C -1.297 -4.210 4.686 0.1168 -0.1004 0.0586
C -0.286 -3.072 4.788 -0.2055 -0.0326 0.1292
C -0.922 -1.762 4.314 0.1687 0.0472 0.1625
C -3.362 -0.221 1.082 0.2464 0.0487 -0.2402
C -3.891 -1.328 0.171 0.2428 -0.1386 -0.0127
C -4.693 -2.396 0.905 -0.2377 0.1288 -0.2245
C -5.839 -1.767 1.686 0.1204 -0.1996 0.2578
C -5.280 -0.770 2.691 -0.2035 0.1739 -0.1273
C -4.485 0.316 1.973 0.1252 -0.0078 0.1958
H 0.069 4.645 0.294 -0.2154 0.2974 0.0541
H 1.316 3.844 -0.634 0.1344 -0.0835 -0.2666
H 1.464 3.941 1.105 0.2962 0.0530 0.2644
H -2.179 4.219 0.430 0.0797 0.1433 0.1100
H -3.771 5.106 -1.221 -0.0674 0.0328 0.0299
H -4.242 3.805 -3.280 -0.0186 -0.0550 0.0245
H -3.208 1.632 -3.598 0.0468 -0.0694 -0.0952
H -3.369 -0.484 -2.881 -0.0106 -0.0008 -0.0485
H -2.207 -2.548 -2.028 0.0967 -0.0116 -0.0440
H -1.327 -2.635 -3.545 0.1242 -0.0327 0.0399
H -4.364 -2.709 -3.270 -0.0570 0.0104 0.0749
H -3.326 -4.093 -3.626 -0.0708 -0.0406 0.0629
H -4.366 -3.142 -5.700 0.0446 -0.0516 -0.0383
H -2.601 -3.073 -5.730 0.0433 -0.0581 -0.0598
H -4.452 -0.757 -5.023 -0.0751 0.0547 -0.0011
H -3.527 -0.937 -6.518 -0.0745 0.0254 -0.0378
H -2.306 0.553 -5.006 0.0780 0.0256 -0.0112
H -1.419 -0.957 -5.179 0.1490 0.0544 -0.0453
H -0.246 0.705 -4.265 0.0133 -0.0189 0.0272
H 0.578 -1.568 -3.987 -0.0313 -0.0393 -0.0357
H 1.161 -1.194 -2.350 -0.0302 -0.0603 -0.3181
H 2.838 -1.360 -4.482 0.1196 -0.0448 0.1064
H 3.141 -0.359 -3.058 0.0891 -0.0432 0.0216
H 1.781 0.600 -5.618 0.0048 0.0023 0.0048
H 3.471 0.894 -5.217 -0.0584 -0.0049 -0.0704
H 1.643 2.730 -4.618 0.0470 0.0342 -0.0130
H 2.965 2.410 -3.503 0.0618 0.0679 -0.0020
H 0.459 2.481 -2.608 0.0835 0.0315 0.0929
H 1.588 1.302 -1.938 -0.0822 0.1445 -0.0785
H -0.479 4.156 2.565 0.0884 0.1976 -0.0213
H -1.445 4.236 4.823 0.0425 0.0101 0.0170
H -2.588 2.229 5.734 0.0292 0.0035 0.0221
H -2.694 0.188 4.388 -0.0225 -0.1111 0.0796
H -2.875 -2.066 3.419 0.0218 -0.0149 -0.0002
H -0.347 -3.137 2.135 0.0149 -0.0489 -0.1107
H -1.928 -3.321 1.407 0.0988 0.0084 -0.0491
H -1.121 -5.314 2.821 0.0179 -0.0544 -0.0031
H -2.744 -4.728 3.162 0.0268 -0.0303 -0.0394
H -0.894 -5.123 5.134 -0.0857 0.0042 0.0811
H -2.190 -3.927 5.253 -0.0046 -0.0485 0.0796
H 0.590 -3.296 4.182 0.1592 -0.0136 -0.0248
H 0.049 -2.963 5.824 0.0813 0.0100 -0.0530
H -0.132 -1.065 4.034 -0.0467 0.0373 0.1983
H -1.479 -1.329 5.147 -0.0325 0.0435 -0.0142
H -3.063 0.612 0.424 -0.0081 -0.1691 0.1386
H -3.037 -1.779 -0.338 -0.0520 0.0119 -0.1154
H -4.533 -0.878 -0.593 -0.0555 0.0165 -0.1022
H -4.047 -2.932 1.598 0.0674 -0.1557 0.0830
H -5.086 -3.117 0.182 0.0781 -0.0774 0.0246
H -6.415 -2.542 2.201 -0.0858 0.0123 -0.0457
H -6.512 -1.244 0.999 -0.0774 -0.0118 -0.0497
H -4.639 -1.296 3.397 -0.0142 -0.0220 0.1238
H -6.094 -0.313 3.265 0.0345 -0.0006 0.0359
H -4.087 1.027 2.698 -0.1317 0.0548 -0.1517
H -5.180 0.867 1.327 -0.0389 0.0749 -0.0309
O 6.622 -1.291 2.741 -0.5322 0.1437 0.2185
S 5.648 -0.223 2.906 0.9403 0.1256 -0.1545
O 6.197 1.104 2.691 -0.4018 -0.2620 0.1564
N 4.301 -0.500 2.046 0.6355 0.2634 0.3728
C 3.255 -0.650 2.843 -0.8804 -0.6801 -1.2193
S 1.745 -1.136 2.290 0.2403 0.0386 0.2745
C 3.514 -0.482 4.271 0.7111 0.2458 1.5712
C 2.634 -0.507 5.353 0.0724 0.0096 -0.5643
C 3.138 -0.374 6.632 0.1513 0.0303 0.3384
C 4.505 -0.241 6.863 0.0370 -0.0035 -0.1850
C 5.391 -0.204 5.790 0.3112 0.0335 0.3860
C 4.877 -0.304 4.524 -0.7446 -0.0877 -0.9388
H 1.576 -0.620 5.183 -0.1334 -0.0296 -0.0775
H 2.458 -0.373 7.477 -0.0140 -0.0329 -0.0338
H 4.882 -0.163 7.874 -0.0059 0.0132 0.0338
H 6.459 -0.108 5.944 -0.0084 0.0529 0.0216
O 2.751 -0.699 -0.614 0.2628 -0.2522 -0.2784
H 2.571 -1.159 0.231 0.0874 0.1499 -0.1480
H 3.186 0.110 -0.318 -0.0993 -0.0914 0.1050
```
Forces are in eV/Å.

**Net charge**: -2
**Energy above the lowest of the compared OMol25 structures with the same formula, charge and spin**: 27.4 kcal per mole

=====

Looking at frontier orbital gap for the records above, in order, we have 8.7, 4.1 eV.